{
  "formula": "C7H13N2",
  "method": "ωB97M-V with the def2-TZVPD basis set",
  "charge": 1,
  "homo_energy_ha": [-0.485, -0.485],
  "relative_energy_ev": 6.477,
  "orbital_gap_ha": [0.27085, 0.27087],
  "spin_multiplicity": 1,
  "total_energy_ev": -10437.72057,
  "symbols": ["C", "C", "C", "C", "C", "C", "C", "N", "N", "H", "H", "H", "H", "H", "H", "H", "H", "H", "H", "H", "H", "H"],
  "positions_angstrom": [[2.4415, -0.1087, -0.1972], [1.0278, 0.7989, -0.0592], [1.2131, 1.2595, 1.2968], [1.8949, 2.5475, 1.5784], [-1.6396, -2.0118, -0.1194], [-0.9588, -1.3390, -2.3430], [-0.8218, -0.9416, -0.9213], [1.7328, -0.9994, -0.7698], [0.4861, -0.5722, -0.4728], [3.4824, 0.1634, -0.2072], [1.0045, 1.6191, -0.8750], [0.9751, 0.7249, 2.2203], [1.0120, 3.1374, 1.9753], [2.2915, 3.1429, 0.7735], [2.4592, 2.4936, 2.4463], [-1.9021, -1.7609, 0.8757], [-2.4879, -1.9217, -0.7159], [-1.2604, -2.9743, -0.2389], [-0.6035, -2.3709, -2.4283], [-0.3715, -0.6835, -3.0280], [-1.9422, -1.3411, -2.6546], [-1.3399, -0.0205, -0.5799]],
  "atomic_forces_ev_per_a": [[-0.76, 1.55, -0.26], [-0.32, -0.17, -0.32], [0.93, -0.01, -1.16], [-2.85, -0.02, -0.76], [1.42, 1.87, -0.70], [3.01, 0.47, -0.97], [-1.71, 0.24, 2.09], [-0.43, -1.48, 0.14], [2.33, 2.63, 1.35], [0.02, -0.10, 0.10], [0.07, -1.60, 1.23], [-0.30, -0.45, -0.61], [0.38, -0.28, -0.36], [0.30, -0.20, -0.36], [1.58, -0.18, 1.44], [0.11, 0.22, 1.04], [-2.05, -0.45, -0.51], [0.75, -1.65, 0.06], [0.14, 0.16, -0.24], [-0.37, -0.54, 0.39], [-2.13, 0.15, -0.57], [-0.13, -0.15, -1.02]],
  "mulliken_charge": [-0.17, 0.04, -0.11, -1.23, -1.45, -1.39, 0.60, -0.67, 0.58, 0.40, 0.33, 0.37, 0.38, 0.36, 0.41, 0.37, 0.43, 0.43, 0.36, 0.34, 0.51, 0.13]
}



{
  "formula": "C44H40N5OPS2V",
  "method": "ωB97M-V with the def2-TZVPD basis set",
  "charge": 1,
  "homo_energy_ha": [-0.328, -0.340],
  "relative_energy_ev": 1.628,
  "orbital_gap_ha": [0.23018, 0.24357],
  "spin_multiplicity": 3,
  "total_energy_ev": -112418.88116,
  "symbols": ["V", "C", "C", "N", "N", "C", "N", "S", "C", "C", "C", "C", "C", "N", "H", "H", "H", "H", "H", "H", "H", "H", "H", "H", "C", "C", "C", "C", "C", "C", "C", "C", "S", "C", "N", "C", "C", "C", "C", "C", "C", "C", "C", "H", "H", "H", "H", "H", "H", "H", "H", "H", "H", "H", "H", "H", "H", "H", "H", "O", "C", "C", "C", "C", "C", "C", "C", "P", "C", "C", "C", "C", "C", "C", "C", "C", "C", "C", "C", "C", "H", "H", "H", "H", "H", "H", "H", "H", "H", "H", "H", "H", "H", "H"],
  "positions_angstrom": [[0.0696, -0.0043, 0.1467], [-1.8966, 2.8317, 2.9835], [-1.8207, 1.6424, 2.0616], [-0.7340, 1.5400, 1.2827], [0.1283, 2.6306, 1.3566], [1.4231, 2.4057, 1.5632], [2.2536, 3.4560, 1.6245], [1.9872, 0.8197, 1.7206], [-2.8700, 0.7292, 2.0277], [-4.1442, 0.9742, 2.6563], [-5.2826, 0.3719, 2.2625], [-5.2210, -0.4984, 1.1215], [-4.0442, -0.8816, 0.6251], [-2.8260, -0.4763, 1.2527], [-2.0316, 3.7661, 2.4341], [-0.9613, 2.9016, 3.5403], [-2.7003, 2.7666, 3.7030], [-0.2168, 3.5350, 1.0668], [1.9191, 4.4031, 1.6816], [3.2339, 3.2829, 1.7557], [-4.1950, 1.7017, 3.4502], [-6.2241, 0.5937, 2.7412], [-6.1214, -0.8449, 0.6331], [-3.9318, -1.5269, -0.2289], [6.3436, -2.7527, 1.2361], [5.0401, -3.2684, 0.6113], [5.3042, -4.6095, -0.0865], [4.0251, -3.5035, 1.7289], [4.5422, -2.2467, -0.4085], [5.3471, -1.9386, -1.5264], [4.9813, -1.0087, -2.4727], [3.7598, -0.3562, -2.3108], [3.0018, 0.8575, -3.2937], [1.6498, 0.8631, -2.2312], [1.7444, 0.0374, -1.2200], [2.9425, -0.6573, -1.2265], [3.3331, -1.5965, -0.2700], [0.4348, 1.6555, -2.3532], [0.2100, 2.5606, -3.3934], [-0.9944, 3.2394, -3.4376], [-1.9512, 3.0049, -2.4503], [-1.7078, 2.1008, -1.4265], [-0.5042, 1.3944, -1.3468], [6.7157, -3.4683, 1.9714], [6.1844, -1.7975, 1.7395], [7.1216, -2.6118, 0.4848], [5.6821, -5.3369, 0.6340], [6.0428, -4.5205, -0.8834], [4.3864, -5.0152, -0.5185], [4.4161, -4.2488, 2.4227], [3.0751, -3.8833, 1.3438], [3.8240, -2.5968, 2.3036], [6.2962, -2.4445, -1.6459], [5.6260, -0.7938, -3.3143], [2.6820, -1.8084, 0.5684], [0.9630, 2.7396, -4.1528], [-1.1915, 3.9493, -4.2298], [-2.8976, 3.5310, -2.4897], [-2.4813, 1.9366, -0.6814], [-0.6450, -0.9440, 1.7414], [-1.7385, -1.2430, 1.1376], [-1.8884, -2.6467, 0.6158], [-2.4327, -3.5957, 1.4792], [-2.4835, -4.9224, 1.0913], [-2.0040, -5.3091, -0.1571], [-1.4798, -4.3661, -1.0222], [-1.4225, -3.0266, -0.6379], [-0.8441, -1.6534, -1.6620], [0.4318, -2.3723, -2.7382], [1.3611, -3.2549, -2.1889], [2.4038, -3.7474, -2.9569], [2.5393, -3.3537, -4.2806], [1.6201, -2.4751, -4.8350], [0.5694, -1.9875, -4.0702], [-2.2555, -1.2957, -2.7590], [-2.2296, -0.1688, -3.5803], [-3.2871, 0.1014, -4.4354], [-4.3883, -0.7411, -4.4736], [-4.4219, -1.8642, -3.6601], [-3.3611, -2.1436, -2.8119], [-2.7972, -3.2907, 2.4523], [-2.8924, -5.6632, 1.7654], [-2.0466, -6.3490, -0.4526], [-1.1172, -4.6650, -1.9980], [1.2788, -3.5704, -1.1547], [3.1177, -4.4321, -2.5178], [3.3565, -3.7352, -4.8787], [1.7132, -2.1703, -5.8691], [-0.1434, -1.3153, -4.5279], [-1.3881, 0.5112, -3.5630], [-3.2490, 0.9796, -5.0667], [-5.2161, -0.5260, -5.1362], [-5.2730, -2.5320, -3.6868], [-3.4076, -3.0338, -2.1977]],
  "atomic_forces_ev_per_a": [[1.19, 1.21, -0.31], [0.07, 0.04, 0.09], [0.02, -0.13, 0.00], [-0.29, 0.11, 0.00], [-0.07, 0.00, 0.02], [0.14, -0.13, -0.02], [-0.07, 0.07, -0.01], [-0.02, 0.02, -0.08], [0.01, 0.17, 0.09], [0.06, -0.01, 0.03], [0.05, 0.00, 0.00], [-0.07, -0.03, -0.01], [0.14, -0.01, 0.03], [-0.10, -0.01, -0.25], [-0.01, -0.01, -0.03], [-0.03, 0.04, -0.01], [-0.02, -0.06, 0.00], [0.06, 0.02, -0.07], [0.00, 0.00, 0.01], [0.01, -0.02, 0.00], [0.00, 0.01, 0.00], [-0.01, -0.02, -0.01], [0.00, 0.01, 0.00], [-0.01, 0.00, -0.06], [0.04, 0.01, 0.00], [-0.02, -0.01, 0.00], [0.00, -0.03, -0.02], [-0.06, -0.02, 0.05], [0.05, -0.01, -0.02], [0.01, -0.03, 0.04], [-0.06, 0.06, -0.02], [0.03, -0.06, 0.07], [0.02, 0.03, -0.09], [-0.04, -0.06, 0.09], [-0.12, -0.03, 0.06], [-0.01, -0.07, 0.08], [0.05, 0.01, -0.06], [0.19, -0.03, -0.12], [-0.08, 0.05, 0.05], [0.02, -0.01, 0.01], [-0.01, 0.02, -0.02], [0.02, -0.01, 0.00], [-0.05, 0.01, 0.15], [-0.01, 0.00, 0.00], [-0.02, 0.00, 0.00], [0.00, 0.00, 0.00], [0.00, 0.01, 0.01], [0.00, 0.01, 0.00], [-0.01, 0.02, 0.01], [0.01, 0.00, -0.01], [0.01, 0.00, -0.01], [0.03, 0.02, -0.02], [0.00, 0.00, 0.00], [0.00, 0.01, 0.00], [-0.03, 0.03, -0.01], [0.01, -0.03, 0.00], [0.00, 0.00, 0.00], [0.00, 0.00, 0.00], [0.00, 0.01, -0.01], [-0.27, -0.35, -0.39], [-0.44, -0.65, 0.74], [-0.10, -0.03, -0.01], [0.00, 0.06, -0.02], [0.01, -0.02, -0.02], [-0.02, -0.03, 0.04], [0.01, 0.01, 0.00], [-0.01, -0.02, 0.01], [-0.17, -0.11, 0.12], [0.03, 0.03, -0.08], [0.07, -0.07, 0.04], [0.00, -0.01, -0.02], [-0.02, 0.01, 0.00], [0.02, -0.03, 0.02], [0.02, 0.01, -0.01], [0.03, 0.03, 0.00], [0.00, 0.04, -0.06], [-0.02, -0.03, 0.01], [0.02, 0.00, 0.01], [-0.01, 0.01, -0.01], [-0.05, -0.05, 0.01], [-0.01, -0.01, 0.00], [0.00, 0.00, 0.00], [0.00, 0.00, -0.01], [0.00, 0.02, 0.00], [-0.03, 0.04, 0.01], [-0.01, 0.00, 0.00], [0.00, 0.00, 0.00], [0.00, 0.00, 0.00], [-0.04, 0.02, 0.02], [-0.04, -0.09, -0.02], [0.00, 0.00, 0.00], [0.00, 0.00, 0.00], [0.00, 0.00, 0.00], [0.03, 0.02, 0.02]],
  "mulliken_charge": [-0.48, -1.71, 0.27, 0.79, -0.51, 0.52, -0.43, -0.44, 0.95, -1.08, -0.87, -0.68, -0.46, 0.82, 0.27, 0.32, 0.50, 0.33, 0.20, 0.26, 0.27, 0.41, 0.50, 0.48, -1.75, 1.93, -1.63, -1.95, -0.17, -0.11, -1.38, 1.78, -0.44, -0.39, 1.29, -2.15, -0.38, 0.67, -0.67, -1.11, -0.86, 0.02, 1.32, 0.46, 0.38, 0.34, 0.48, 0.33, 0.29, 0.47, 0.34, 0.34, 0.50, 0.45, 0.63, 0.50, 0.43, 0.48, 0.34, -0.71, 0.15, -0.05, -0.19, -0.92, -0.78, -0.03, -0.49, 2.24, 0.35, -0.51, -0.73, -0.74, -0.89, -0.48, 0.74, -0.23, -0.97, -0.87, -0.77, -0.81, 0.62, 0.46, 0.46, 0.58, 0.57, 0.29, 0.45, 0.45, 0.42, 0.62, 0.51, 0.42, 0.48, 0.37]
}